{
  "formula": "C17H21N2O5RuS2Si",
  "method": "the ωB97M-V functional and the def2-TZVPD basis",
  "charge": 1,
  "gap_ev": [5.11, 5.10],
  "species": ["Ru", "C", "Si", "C", "C", "C", "C", "C", "C", "N", "C", "S", "H", "H", "H", "H", "H", "H", "H", "H", "H", "H", "H", "H", "O", "C", "O", "C", "C", "C", "N", "C", "C", "C", "O", "O", "H", "H", "H", "C", "S", "C", "O", "H", "H", "H", "H", "H", "H"],
  "xyz": [[1.219, 0.929, -0.680], [-4.911, -2.386, -1.040], [-3.046, -2.245, -1.382], [-2.062, -3.365, -0.198], [-2.573, -2.485, -3.210], [-2.549, -0.432, -0.940], [-3.506, 0.571, -0.632], [-3.326, 1.911, -0.839], [-2.108, 2.529, -1.240], [-0.911, 2.125, -0.998], [-1.233, -0.136, -0.884], [0.144, -0.900, -1.607], [-5.247, -3.392, -1.268], [-5.504, -1.708, -1.647], [-5.150, -2.202, 0.004], [-2.272, -4.411, -0.400], [-2.319, -3.176, 0.841], [-0.992, -3.222, -0.311], [-2.843, -3.478, -3.554], [-1.502, -2.372, -3.352], [-3.073, -1.765, -3.853], [-4.499, 0.232, -0.380], [-4.189, 2.557, -0.795], [-2.150, 3.452, -1.806], [4.050, -0.026, 6.721], [3.040, -0.528, 6.914], [2.026, -1.025, 7.102], [2.348, -0.141, 4.158], [3.349, 0.254, 3.301], [2.928, 0.479, 1.990], [1.691, 0.328, 1.568], [0.723, -0.096, 2.441], [1.073, -0.346, 3.855], [-0.556, -0.323, 2.129], [-1.687, -0.599, 2.067], [-0.801, 0.984, -0.152], [4.374, 0.381, 3.598], [3.645, 0.795, 1.242], [0.309, -0.670, 4.538], [4.971, 1.999, -1.460], [3.154, 1.874, -1.528], [2.889, 2.665, -3.140], [2.667, 2.845, -0.521], [5.223, 3.055, -1.459], [5.394, 1.492, -2.320], [5.314, 1.535, -0.541], [3.331, 2.045, -3.911], [3.332, 3.656, -3.135], [1.812, 2.735, -3.287]],
  "lowdin_charge": [0.79, -0.17, 0.59, -0.17, -0.17, -0.25, -0.06, -0.04, -0.10, 0.06, -0.76, 0.68, 0.03, 0.03, 0.03, 0.03, 0.03, 0.00, 0.03, -0.01, 0.04, 0.11, 0.11, 0.14, 0.19, -0.49, 0.19, -0.04, -0.01, -0.11, 0.04, -0.21, 0.02, -0.01, 0.29, -0.33, 0.11, 0.09, 0.11, -0.18, 0.71, -0.20, -0.53, 0.08, 0.07, 0.06, 0.07, 0.08, 0.06]
}


{
  "formula": "C17H21N3O4",
  "method": "the ωB97M-V functional and the def2-TZVPD basis",
  "charge": 0,
  "gap_ev": 8.22,
  "relative_energy_ev": 2.872,
  "smiles": "O=C(NCCCO)C(=O)Nc1cc2c3c(c1)CCC(=O)N3CCC2",
  "species": ["O", "C", "N", "C", "C", "C", "O", "C", "O", "N", "C", "C", "C", "C", "C", "C", "C", "C", "C", "O", "N", "C", "C", "C", "H", "H", "H", "H", "H", "H", "H", "H", "H", "H", "H", "H", "H", "H", "H", "H", "H", "H", "H", "H", "H"],
  "xyz": [[-3.611, 1.036, 0.526], [-3.436, -0.050, 0.104], [-4.600, -0.795, 0.108], [-5.954, -0.461, 0.528], [-6.274, -1.016, 1.879], [-5.193, -0.562, 2.910], [-5.246, 0.927, 3.148], [-2.092, -0.458, -0.287], [-1.864, -1.567, -0.790], [-1.101, 0.471, -0.027], [0.229, 0.384, -0.445], [0.901, -0.804, -0.412], [2.301, -0.871, -0.569], [3.015, 0.298, -0.974], [2.297, 1.469, -1.115], [0.973, 1.503, -0.687], [2.954, 2.689, -1.637], [4.325, 2.710, -0.926], [5.077, 1.436, -1.284], [6.243, 1.521, -1.569], [4.403, 0.283, -1.101], [5.062, -0.953, -0.924], [4.358, -1.974, -0.023], [2.980, -2.168, -0.496], [-4.466, -1.667, -0.388], [-6.202, 0.649, 0.548], [-6.594, -0.901, -0.215], [-7.258, -0.703, 2.250], [-6.329, -2.079, 1.841], [-4.192, -0.872, 2.688], [-5.395, -1.051, 3.876], [-5.000, 1.477, 2.357], [-1.521, 1.210, 0.566], [0.413, -1.786, -0.146], [0.445, 2.422, -0.784], [2.344, 3.648, -1.622], [2.988, 2.503, -2.678], [4.262, 2.668, 0.116], [4.983, 3.516, -1.273], [5.313, -1.452, -1.901], [6.069, -0.680, -0.523], [4.819, -2.974, -0.147], [4.296, -1.639, 1.000], [2.369, -2.936, 0.032], [2.909, -2.402, -1.534]],
  "lowdin_charge": [0.09, -0.42, 0.08, -0.19, -0.17, -0.18, -0.12, -0.35, 0.07, 0.15, -0.25, 0.04, -0.13, -0.09, -0.17, 0.03, -0.11, -0.05, -0.46, 0.09, 0.02, -0.14, -0.16, -0.19, 0.14, 0.15, 0.11, 0.12, 0.10, 0.09, 0.11, 0.07, 0.16, 0.14, 0.12, 0.14, 0.11, 0.11, 0.13, 0.15, 0.14, 0.13, 0.12, 0.14, 0.13]
}


{
  "formula": "C17H21NO3",
  "method": "the ωB97M-V functional and the def2-TZVPD basis",
  "charge": 0,
  "gap_ev": 8.83,
  "relative_energy_ev": 0.604,
  "smiles": "CCOC(=O)C1CCN(C(=O)/C=C/c2ccccc2)CC1",
  "species": ["C", "C", "O", "C", "O", "C", "C", "C", "N", "C", "O", "C", "C", "C", "C", "C", "C", "C", "C", "C", "C", "H", "H", "H", "H", "H", "H", "H", "H", "H", "H", "H", "H", "H", "H", "H", "H", "H", "H", "H", "H", "H"],
  "xyz": [[5.768, 0.590, -1.627], [5.952, -0.184, -0.329], [4.830, -0.018, 0.540], [3.762, -0.786, 0.313], [3.713, -1.631, -0.543], [2.651, -0.471, 1.304], [1.407, -1.317, 1.023], [0.721, -0.854, -0.267], [0.402, 0.551, -0.191], [-0.817, 1.145, -0.065], [-0.906, 2.361, 0.050], [-2.023, 0.293, -0.089], [-3.229, 0.872, -0.089], [-4.523, 0.217, -0.094], [-5.672, 1.000, 0.041], [-6.928, 0.425, 0.048], [-7.064, -0.947, -0.086], [-5.934, -1.738, -0.227], [-4.678, -1.165, -0.231], [1.588, 1.367, -0.042], [2.297, 1.022, 1.267], [5.576, 1.639, -1.415], [4.931, 0.182, -2.188], [6.667, 0.508, -2.230], [6.083, -1.251, -0.539], [6.806, 0.193, 0.237], [3.051, -0.716, 2.294], [1.689, -2.365, 0.920], [0.712, -1.219, 1.859], [-0.167, -1.455, -0.453], [1.408, -1.007, -1.106], [-1.916, -0.779, -0.079], [-3.247, 1.956, -0.077], [-5.569, 2.070, 0.146], [-7.805, 1.046, 0.157], [-8.045, -1.399, -0.083], [-6.036, -2.808, -0.336], [-3.810, -1.796, -0.349], [1.274, 2.412, -0.046], [2.255, 1.186, -0.893], [3.199, 1.623, 1.374], [1.628, 1.249, 2.100]],
  "lowdin_charge": [-0.06, -0.21, -0.01, -0.47, 0.12, -0.21, -0.11, -0.14, -0.05, -0.45, 0.04, 0.02, -0.02, -0.22, -0.04, -0.08, -0.09, -0.08, -0.03, -0.12, -0.11, 0.08, 0.07, 0.08, 0.12, 0.12, 0.16, 0.12, 0.12, 0.11, 0.13, 0.08, 0.12, 0.11, 0.10, 0.10, 0.10, 0.10, 0.12, 0.13, 0.12, 0.13]
}


{
  "formula": "C17H22BClF5NO17P",
  "method": "the ωB97M-V functional and the def2-TZVPD basis",
  "charge": -1,
  "gap_ev": 6.58,
  "relative_energy_ev": 0.000,
  "species": ["C", "C", "B", "O", "N", "P", "O", "Cl", "H", "H", "H", "H", "H", "H", "H", "C", "C", "O", "C", "O", "O", "F", "H", "H", "H", "C", "C", "O", "C", "O", "O", "F", "H", "H", "H", "C", "C", "O", "C", "O", "O", "F", "H", "H", "H", "C", "C", "O", "C", "O", "O", "F", "H", "H", "H", "C", "C", "O", "C", "O", "O", "F", "H", "H", "H"],
  "xyz": [[-1.767, 1.065, 1.013], [-3.288, 1.166, 0.849], [-4.040, -0.142, 0.321], [-5.444, -0.110, 0.419], [-3.451, -1.258, -0.290], [-2.820, -2.550, 0.328], [-2.612, -2.283, 1.966], [-0.474, -2.440, -0.088], [-1.372, 0.212, 0.460], [-1.474, 0.950, 2.061], [-1.236, 1.948, 0.649], [-3.535, 1.980, 0.155], [-3.753, 1.459, 1.801], [-5.745, 0.676, 0.881], [-1.834, -1.737, 2.141], [-6.225, -3.044, -0.619], [-7.631, -3.336, -1.108], [-7.407, -4.035, -2.314], [-6.168, -4.622, -2.241], [-5.790, -5.450, -3.002], [-5.498, -4.136, -1.193], [-8.356, -2.217, -1.369], [-5.845, -2.101, -1.011], [-6.110, -3.039, 0.459], [-8.227, -3.970, -0.447], [3.963, -0.566, -2.244], [3.953, -0.943, -0.771], [2.868, -0.191, -0.282], [2.000, 0.063, -1.311], [0.919, 0.513, -1.184], [2.595, -0.255, -2.490], [5.085, -0.519, -0.147], [4.574, 0.330, -2.377], [4.294, -1.358, -2.909], [3.796, -1.996, -0.558], [5.494, 4.191, 0.599], [4.284, 3.515, -0.026], [4.867, 2.767, -1.066], [6.160, 2.489, -0.730], [6.836, 1.687, -1.273], [6.533, 3.251, 0.325], [3.408, 4.406, -0.556], [5.696, 5.130, 0.080], [5.414, 4.353, 1.669], [3.733, 2.845, 0.638], [1.084, -5.621, 0.942], [2.042, -5.129, -0.126], [3.076, -6.097, -0.083], [2.560, -7.255, 0.414], [3.115, -8.304, 0.379], [1.339, -7.034, 0.933], [2.565, -3.917, 0.175], [1.370, -5.206, 1.909], [0.041, -5.411, 0.731], [1.612, -5.098, -1.127], [0.028, 7.172, 0.361], [1.273, 6.334, 0.602], [1.261, 6.184, 2.005], [-0.023, 6.312, 2.452], [-0.387, 6.042, 3.542], [-0.803, 6.800, 1.458], [2.408, 6.982, 0.238], [0.282, 8.232, 0.439], [-0.478, 6.968, -0.577], [1.263, 5.351, 0.132]],
  "lowdin_charge": [-0.14, -0.17, -0.76, 0.07, -0.15, 0.57, -0.41, -0.05, 0.01, 0.07, 0.05, 0.09, 0.09, 0.07, 0.00, -0.07, -0.32, 0.12, -0.56, 0.16, 0.05, 0.06, 0.12, 0.14, 0.17, -0.05, -0.30, 0.11, -0.56, 0.17, 0.07, 0.06, 0.13, 0.14, 0.15, -0.04, -0.30, 0.12, -0.55, 0.18, 0.07, 0.07, 0.14, 0.14, 0.18, -0.05, -0.33, 0.12, -0.56, 0.16, 0.07, 0.04, 0.14, 0.12, 0.17, -0.05, -0.32, 0.13, -0.55, 0.19, 0.07, 0.07, 0.14, 0.14, 0.16]
}